Computed, not measured: a molecular structure, Ca2F2H2O4PRb in a non-equilibrium geometry, with wB97M-V/def2-TZVPD.

Each line ends with the natural charge from an NBO analysis.
CARTESIAN COORDINATES (ANGSTROEM)
Rb1 0.1424 -2.7322 1.6362  0.932
Ca1 3.0078 0.2903 1.6139  1.024
Ca2 0.7667 1.5293 -0.7282  1.901
O1 0.7299 0.2133 1.1534  -1.424
H1 -0.1171 -0.0268 1.5771  0.479
O2 2.8080 1.9348 0.1476  -1.440
H2 3.5832 2.4755 -0.0999  0.497
O3 -1.1831 0.4505 -0.8992  -1.292
P1 -2.1304 -0.7178 -0.9723  2.616
O4 -1.9949 -1.8931 -0.0591  -1.182
F1 -1.8971 -1.2464 -2.5132  -0.566
F2 -3.7154 -0.2776 -0.8562  -0.544

The calculated total energy is -60481.709 eV. For the frontier orbital gap (spin up / spin down), the calculation gives 4.6 / 9.8 eV. As for the HOMO energy (spin up / spin down): -8.29 / -13.86 eV. As for the net charge: +1. The spin multiplicity is 2.

Computed, not measured: a single CH3N3S molecule in a non-equilibrium geometry, with wB97M-V/def2-TZVPD.

Each line ends with the natural charge from an NBO analysis.
CARTESIAN COORDINATES (ANGSTROEM)
C1 0.2990 0.5454 0.0502  -0.375
N1 0.0496 -0.5352 0.9703  -0.421
N2 0.2965 -0.4790 2.2451  -0.029
N3 0.8651 1.0544 2.5731  -0.490
S1 1.0596 1.8293 1.1819  0.495
H1 1.0200 0.2790 -0.7269  0.209
H2 -0.6204 0.9182 -0.4215  0.204
H3 -0.5452 -1.3034 0.6905  0.406

The calculated total energy is -16386.717 eV. As for the SMILES: C1NN=NS1. For the frontier orbital gap (spin up / spin down), the calculation gives 8.8 / 7.9 eV. As for the HOMO energy (spin up / spin down): -7.98 / -7.68 eV.